Entry from OMol25: a structure of composition C23H45GdN4O3SSi (the ωB97M-V functional and the def2-TZVPD basis).

Element x y z (Å)
Gd1 0.49 -0.11 0.00
C1 -2.13 1.64 -1.25
C2 -1.31 1.21 -2.47
N1 -0.62 -0.09 -2.28
C3 -1.51 -1.26 -2.39
C4 -2.27 -1.55 -1.11
C5 -3.58 -2.01 -1.13
C6 -4.22 -2.25 0.08
C7 -3.56 -1.98 1.26
C8 -2.25 -1.51 1.21
C9 -1.47 -1.19 2.46
N2 -0.60 0.00 2.30
C10 -1.30 1.30 2.44
C11 -2.12 1.68 1.21
N3 -1.30 1.73 -0.02
N4 -1.61 -1.33 0.04
H1 -2.60 2.60 -1.48
H2 -2.92 0.92 -1.07
H3 -1.99 1.17 -3.32
H4 -0.55 1.97 -2.68
H5 0.05 -0.17 -3.04
H6 -2.22 -1.14 -3.21
H7 -0.89 -2.14 -2.61
H8 -4.08 -2.19 -2.07
H9 -5.23 -2.62 0.09
H10 -4.05 -2.13 2.21
H11 -2.17 -1.05 3.30
H12 -0.84 -2.04 2.70
H13 0.08 -0.04 3.06
H14 -1.98 1.28 3.30
H15 -0.55 2.07 2.63
H16 -2.92 0.95 1.06
H17 -2.60 2.64 1.42
H18 -0.84 2.63 -0.03
C12 7.81 -1.83 -0.23
C13 6.56 -2.46 0.37
C14 6.31 -3.84 -0.21
C15 6.66 -2.51 1.89
O1 5.40 -1.66 0.00
Si1 5.14 -0.08 -0.02
S1 2.95 -0.17 -0.05
O2 5.56 0.64 1.34
C16 5.82 2.00 1.74
C17 4.69 2.90 1.25
C18 5.87 1.98 3.26
C19 7.15 2.44 1.16
O3 5.56 0.79 -1.31
C20 5.35 0.71 -2.74
C21 6.61 1.28 -3.38
C22 5.12 -0.73 -3.19
C23 4.14 1.59 -3.07
H19 8.68 -2.41 0.03
H20 7.94 -0.81 0.15
H21 7.73 -1.79 -1.32
H22 7.15 -4.50 0.02
H23 6.19 -3.79 -1.29
H24 5.40 -4.27 0.23
H25 7.53 -3.09 2.20
H26 5.76 -2.97 2.31
H27 6.75 -1.50 2.29
H28 3.73 2.54 1.62
H29 4.66 2.91 0.16
H30 4.83 3.92 1.60
H31 4.91 1.67 3.68
H32 6.11 2.97 3.65
H33 6.64 1.28 3.60
H34 7.12 2.39 0.07
H35 7.95 1.79 1.52
H36 7.38 3.46 1.46
H37 7.47 0.67 -3.09
H38 6.77 2.30 -3.05
H39 6.52 1.27 -4.47
H40 5.96 -1.36 -2.89
H41 5.05 -0.77 -4.28
H42 4.21 -1.14 -2.76
H43 4.32 2.62 -2.75
H44 3.25 1.22 -2.54
H45 3.95 1.58 -4.14

Its expectation value of S² is 16.080. The spin multiplicity is 8. The total energy is -76225.112 eV. The charge is +2. The calculation puts the gap between HOMO and LUMO (spin up / spin down) at 7.80 / 5.34 eV. The value obtained for the HOMO energy (spin up / spin down) is -14.1584 / -14.0266 eV.

Calculated atomic charges, method Löwdin, unit e: atom 1 (Gd): 1.335, atom 2 (C): -0.175, atom 3 (C): -0.165, atom 4 (N): -0.159, atom 5 (C): -0.118, atom 6 (C): -0.262, atom 7 (C): 0.019, atom 8 (C): 0.014, atom 9 (C): 0.020, atom 10 (C): -0.263, atom 11 (C): -0.119, atom 12 (N): -0.159, atom 13 (C): -0.166, atom 14 (C): -0.176, atom 15 (N): -0.142, atom 16 (N): 0.007, atom 17 (H): 0.144, atom 18 (H): 0.115, atom 19 (H): 0.138, atom 20 (H): 0.134, atom 21 (H): 0.130, atom 22 (H): 0.139, atom 23 (H): 0.146, atom 24 (H): 0.135, atom 25 (H): 0.134, atom 26 (H): 0.135, atom 27 (H): 0.139, atom 28 (H): 0.146, atom 29 (H): 0.132, atom 30 (H): 0.138, atom 31 (H): 0.134, atom 32 (H): 0.114, atom 33 (H): 0.144, atom 34 (H): 0.135, atom 35 (C): -0.014, atom 36 (C): -0.611, atom 37 (C): -0.019, atom 38 (C): -0.015, atom 39 (O): -0.152, atom 40 (Si): -0.104, atom 41 (S): 0.279, atom 42 (O): -0.128, atom 43 (C): -0.619, atom 44 (C): -0.035, atom 45 (C): -0.019, atom 46 (C): -0.012, atom 47 (O): -0.133, atom 48 (C): -0.623, atom 49 (C): -0.014, atom 50 (C): -0.024, atom 51 (C): -0.035, atom 52 (H): 0.101, atom 53 (H): 0.086, atom 54 (H): 0.084, atom 55 (H): 0.098, atom 56 (H): 0.087, atom 57 (H): 0.089, atom 58 (H): 0.099, atom 59 (H): 0.093, atom 60 (H): 0.078, atom 61 (H): 0.070, atom 62 (H): 0.077, atom 63 (H): 0.097, atom 64 (H): 0.087, atom 65 (H): 0.096, atom 66 (H): 0.092, atom 67 (H): 0.080, atom 68 (H): 0.095, atom 69 (H): 0.098, atom 70 (H): 0.093, atom 71 (H): 0.093, atom 72 (H): 0.097, atom 73 (H): 0.081, atom 74 (H): 0.098, atom 75 (H): 0.071, atom 76 (H): 0.092, atom 77 (H): 0.032, atom 78 (H): 0.094